1.
This record from the OMol25 dataset describes 2 unconnected molecules or ions with the total composition C4H4INO3 at a distorted geometry. The level of theory is ωB97M-V/def2-TZVPD.

Structure (XYZ):
```
13
Properties=species:S:1:pos:R:3:forces:R:3
C 0.560 -1.302 -0.194 0.6 2.0 -4.5
C 1.002 -1.581 -1.409 -2.4 3.2 4.6
C -0.052 0.058 0.077 0.8 0.2 -1.5
C 0.309 1.056 -1.048 -0.1 -2.1 2.6
N 1.586 -2.341 -2.344 1.6 -2.2 -2.2
O 0.899 -3.197 -2.917 0.4 0.9 0.6
O 2.787 -2.157 -2.498 -0.4 0.0 -0.2
O 0.704 0.664 -2.117 0.0 -1.1 -0.1
I 2.714 2.218 0.362 -0.6 -0.3 -0.2
H 0.425 -1.869 0.647 0.1 -2.2 1.7
H -1.092 -0.039 0.239 -1.9 -0.6 -1.1
H 0.042 0.485 1.034 1.8 0.5 1.3
H -0.036 1.983 -0.625 0.3 1.7 -1.0
```
Forces are in eV/Å.

## Properties
HOMO (alpha / beta)	-8.1 / -8.1	eV
E_LUMO (alpha / beta)	-4.37 / -4.40	eV
HOMO-LUMO gap (alpha / beta)	3.70 / 3.70	eV
net charge	0

2.
This record from the OMol25 dataset describes a molecular structure, C4H4LiO5Pm at a distorted geometry. The level of theory is ωB97M-V/def2-TZVPD.

Structure (XYZ):
```
15
Properties=species:S:1:pos:R:3:forces:R:3
O 0.068 -2.306 -0.397 2.3 2.6 1.0
O -0.143 -0.420 0.768 1.4 -1.9 -0.4
C -0.564 0.861 0.258 0.2 1.6 -0.5
C -2.059 0.998 0.531 -0.6 -0.2 0.1
O -2.783 -0.050 0.017 0.9 -0.3 0.1
C 0.612 -1.243 -0.017 -5.7 -2.1 0.2
H 0.032 1.646 0.749 -0.1 -0.2 0.0
H -0.377 0.898 -0.827 -0.1 -0.1 0.2
H -2.350 1.989 0.112 0.2 -0.2 0.1
H -2.181 1.099 1.636 0.1 0.0 -0.3
O 2.801 -0.406 0.441 -1.0 -0.6 -1.1
O 2.231 -0.661 -1.679 -0.3 -0.3 1.6
C 1.909 -0.767 -0.429 5.5 1.9 -1.7
Li -1.902 -1.620 0.115 -0.5 0.4 0.0
Pm 4.705 -0.018 -1.279 -2.3 -0.5 0.7
```
Forces are in eV/Å.

## Properties
HOMO (alpha / beta)	-9.8 / -9.8	eV
E_LUMO (alpha / beta)	-5.99 / -5.88	eV
HOMO-LUMO gap (alpha / beta)	3.84 / 3.94	eV
⟨S²⟩	8.755
spin multiplicity	6
net charge	+1

3.
This record from the OMol25 dataset describes a molecular structure, C4H4LiO5Tl at a distorted geometry. The level of theory is ωB97M-V/def2-TZVPD.

Structure (XYZ):
```
15
Properties=species:S:1:pos:R:3:forces:R:3
O 0.021 -0.364 0.507 -1.7 1.0 -0.5
C 0.317 -1.529 1.052 1.7 -0.4 -0.8
C 1.045 0.044 -0.469 0.8 -2.1 0.0
O -0.429 -2.387 1.509 -0.1 1.7 0.0
O 1.640 -1.706 0.958 -0.1 -1.3 0.5
C 2.227 -0.725 0.129 0.6 1.1 -0.5
H 1.237 1.091 -0.677 -0.7 0.2 0.8
H 0.860 -0.449 -1.425 -0.8 0.3 0.1
H 2.874 -0.057 0.698 0.1 -0.3 0.3
H 2.793 -1.215 -0.664 0.1 0.0 0.3
O -1.592 2.661 -1.618 0.0 3.2 -1.7
C -1.908 1.732 -1.024 -2.2 -6.8 3.8
O -2.869 1.047 -0.447 2.7 3.0 -2.1
Li -2.191 -1.542 1.781 0.2 0.0 -0.3
Tl -4.025 3.398 -0.311 -0.5 0.3 0.2
```
Forces are in eV/Å.

## Properties
HOMO (alpha / beta)	-3.8 / -4.0	eV
E_LUMO (alpha / beta)	-0.57 / -0.01	eV
HOMO-LUMO gap (alpha / beta)	3.21 / 4.01	eV
net charge	0

4.
This record from the OMol25 dataset describes a molecular structure, C4H4MnO2 at a distorted geometry. The level of theory is ωB97M-V/def2-TZVPD.

Structure (XYZ):
```
11
Properties=species:S:1:pos:R:3:forces:R:3
C 1.838 0.540 -0.617 -3.1 -0.3 -2.2
O 1.369 0.067 -1.727 1.8 1.6 3.1
H 2.061 0.020 -2.400 0.6 -0.2 -1.0
C 0.775 0.762 0.535 2.6 -1.2 -0.7
C 0.021 -0.506 0.371 -3.7 -3.7 -1.4
C -1.286 -0.570 0.238 -0.1 2.7 2.1
O -2.435 -0.348 0.480 1.8 -0.3 -1.7
Mn -3.999 -0.794 1.323 -1.9 -0.6 0.9
H 1.370 0.781 1.461 -0.5 0.3 -0.1
H 0.177 1.665 0.352 0.3 -0.1 0.0
H 0.108 -1.617 -0.015 2.0 1.7 0.9
```
Forces are in eV/Å.

## Properties
HOMO (alpha / beta)	-18.2 / -15.0	eV
E_LUMO (alpha / beta)	-9.92 / -11.41	eV
HOMO-LUMO gap (alpha / beta)	8.32 / 3.61	eV
⟨S²⟩	9.071
spin multiplicity	6
net charge	+2

5.
This record from the OMol25 dataset describes a molecular structure, C4H4N2. The level of theory is ωB97M-V/def2-TZVPD.

Structure (XYZ):
```
10
Properties=species:S:1:pos:R:3:forces:R:3
C -1.255 0.293 -0.235 0.0 0.1 0.0
C -0.417 1.148 0.352 -0.1 0.2 -0.1
N 0.598 0.180 0.749 0.1 -0.1 0.1
C 1.463 -0.309 -0.291 0.1 -0.2 -0.3
N 0.742 -1.195 -0.873 0.3 0.3 0.2
C -0.314 -0.829 0.092 -0.4 -0.4 0.2
H -2.225 0.348 -0.713 0.2 0.0 0.1
H -0.421 2.200 0.615 0.2 -0.1 -0.2
H 2.511 -0.070 -0.454 -0.1 0.2 0.0
H -0.621 -1.635 0.754 -0.1 0.0 -0.2
```
Forces are in eV/Å.

## Properties
HOMO	-9.6	eV
E_LUMO	1.08	eV
HOMO-LUMO gap	10.67	eV
net charge	0

6.
This record from the OMol25 dataset describes C4H4N2 in the gas phase at a distorted geometry. The level of theory is ωB97M-V/def2-TZVPD.

Structure (XYZ):
```
10
Properties=species:S:1:pos:R:3:forces:R:3
C 0.587 -0.629 -1.762 0.2 4.3 0.9
C 0.339 -1.799 -2.009 -0.5 -2.7 -0.6
C 0.496 0.710 -1.308 -0.5 -3.1 -5.0
C -0.541 -0.129 1.504 -4.5 -2.6 -1.5
N 0.779 0.888 -0.100 -0.3 0.3 4.8
N 0.593 0.459 1.031 4.0 2.5 -0.8
H 0.391 1.479 -2.092 0.0 0.2 1.1
H -0.279 -0.996 2.179 -0.2 1.3 -0.4
H -1.254 0.621 1.979 1.1 -0.9 -0.3
H -1.112 -0.604 0.579 0.7 0.8 1.8
```
Forces are in eV/Å.

## Properties
HOMO (alpha / beta)	-9.2 / -9.2	eV
E_LUMO (alpha / beta)	-1.75 / -1.75	eV
HOMO-LUMO gap (alpha / beta)	7.44 / 7.44	eV
net charge	0

7.
This record from the OMol25 dataset describes C4H4N2 in the gas phase. The level of theory is ωB97M-V/def2-TZVPD.

Structure (XYZ):
```
10
Properties=species:S:1:pos:R:3:forces:R:3
C 0.678 0.827 -0.044 -0.4 -0.2 0.0
C 1.349 -0.401 -0.131 -0.6 -0.4 0.2
N 0.690 -1.580 -0.060 0.1 0.8 0.1
N -0.615 -1.605 0.149 -0.2 0.8 -0.1
C -1.329 -0.456 0.157 0.6 -0.4 -0.2
C -0.717 0.795 -0.004 0.4 -0.2 0.0
H 1.150 1.811 0.014 0.2 -0.5 -0.3
H 2.432 -0.522 -0.274 -0.6 0.3 0.2
H -2.405 -0.620 0.311 0.6 0.3 -0.2
H -1.235 1.751 -0.119 -0.2 -0.5 0.4
```
Forces are in eV/Å.

## Properties
HOMO	-9.3	eV
E_LUMO	0.48	eV
SMILES	c1ccnnc1
HOMO-LUMO gap	9.80	eV
net charge	0

8.
This record from the OMol25 dataset describes C4H4N2 in the gas phase at a distorted geometry. The level of theory is ωB97M-V/def2-TZVPD.

Structure (XYZ):
```
10
Properties=species:S:1:pos:R:3:forces:R:3
C -1.102 -0.351 0.565 -0.4 -0.3 0.1
C -0.586 0.813 -0.251 -0.3 -0.2 -0.4
N 0.888 0.936 -0.085 0.0 -0.5 0.0
C 1.531 -0.149 -0.017 0.1 0.4 0.0
N 0.847 -1.396 -0.344 -0.7 -0.1 0.4
C -0.283 -1.329 0.168 0.6 0.4 0.3
H -2.007 -0.362 1.139 0.2 -0.1 0.5
H -1.042 1.806 -0.167 -0.1 -0.5 0.5
H 2.599 -0.187 0.178 -0.1 0.0 -0.1
H -0.875 0.396 -1.208 0.7 0.9 -1.2
```
Forces are in eV/Å.

## Properties
HOMO (alpha / beta)	-8.9 / -8.9	eV
E_LUMO (alpha / beta)	-0.64 / -0.63	eV
SMILES	C1=CCN=CN=1
HOMO-LUMO gap (alpha / beta)	8.24 / 8.24	eV
net charge	0

9.
This record from the OMol25 dataset describes C4H4N2 in the gas phase at a distorted geometry. The level of theory is ωB97M-V/def2-TZVPD.

Structure (XYZ):
```
10
Properties=species:S:1:pos:R:3:forces:R:3
N 1.107 0.145 0.994 0.0 -0.1 0.1
C -0.256 0.091 0.553 -0.1 0.3 0.1
C -0.369 0.614 -0.822 -0.1 0.3 -0.4
C -0.462 1.080 -1.927 0.0 -0.2 0.5
C -0.682 -2.263 -0.021 -0.6 0.2 0.8
N -0.842 -1.269 0.602 0.8 -0.7 -1.3
H 1.728 -0.372 0.377 -0.2 0.1 0.1
H 1.200 -0.224 1.933 0.0 0.0 0.0
H -0.873 0.693 1.216 0.1 0.1 0.0
H -0.552 1.504 -2.905 0.0 -0.1 0.2
```
Forces are in eV/Å.

## Properties
HOMO	-10.5	eV
E_LUMO	0.68	eV
HOMO-LUMO gap	11.17	eV
net charge	0

10.
This record from the OMol25 dataset describes 2 unconnected molecules or ions with the total composition C4H4N2. The level of theory is ωB97M-V/def2-TZVPD.

Structure (XYZ):
```
10
Properties=species:S:1:pos:R:3:forces:R:3
C -1.303 -0.444 -0.036 0.3 0.2 0.0
C -0.440 0.496 0.021 0.2 -0.2 0.0
N 0.756 0.895 0.053 -0.4 -0.2 0.0
C 1.478 -0.271 -0.002 0.1 -0.2 0.0
N 0.929 -1.470 -0.070 -0.1 0.2 0.0
C -0.417 -1.561 -0.087 0.1 -0.2 0.0
H -1.375 2.529 0.496 -0.1 0.2 0.0
H -1.375 2.566 -0.247 -0.1 0.2 0.0
H 2.558 -0.166 0.014 -0.1 0.0 0.0
H -0.812 -2.574 -0.143 0.1 0.1 0.0
```
Forces are in eV/Å.

## Properties
HOMO (alpha / beta)	-10.0 / -10.0	eV
E_LUMO (alpha / beta)	0.12 / 0.11	eV
SMILES	C1=C=NC=NC=1.[H][H]
HOMO-LUMO gap (alpha / beta)	10.11 / 10.11	eV
net charge	0